Computed, not measured: a structure of composition C39H66N13Ti, with ωB97M-V/def2-TZVPD.

As for the largest force on an atom: 0.8 eV/A. For the LUMO energy, the calculation gives -9.0 eV. The HOMO energy is -15.878 eV. As for the net charge: +3. The orbital gap is 6.880 eV.

Last column: Löwdin charge in e.
Geometry (Å):
Ti (-0.50949, 0.24793, 0.21364)  1.27
C (1.76200, -0.78987, -3.90478)  -0.03
N (0.43147, -1.36492, -3.71475)  -0.11
C (-0.09462, -2.04721, -4.90785)  -0.02
C (-0.23883, -1.34897, -2.54792)  -0.35
N (-0.23278, -0.21929, -1.76391)  0.00
C (0.08411, 1.04949, -2.49064)  -0.17
C (-0.75320, 2.17637, -1.95211)  -0.17
N (-0.50082, 2.32097, -0.48760)  -0.20
C (0.70672, 3.19354, -0.32209)  -0.13
C (1.47677, 2.89667, 0.92158)  -0.21
N (1.90349, 1.51493, 0.77226)  0.04
C (3.15947, 1.23301, 1.02634)  -0.40
N (3.68630, 0.10674, 0.35248)  -0.18
C (4.61311, -0.79703, 1.06024)  -0.03
C (4.04335, 0.33584, -1.06022)  -0.03
N (3.94965, 1.91898, 1.86613)  -0.10
C (5.41394, 1.95800, 1.73233)  -0.01
C (3.44097, 2.65680, 3.02979)  -0.02
C (-1.66633, 2.94400, 0.19033)  -0.13
C (-1.75415, 2.60154, 1.67553)  -0.16
N (-0.96391, 1.39621, 2.05523)  0.01
C (-1.01762, 1.14406, 3.37138)  -0.37
N (-0.17133, 0.29435, 3.99265)  -0.12
C (1.22926, 0.14489, 3.67346)  -0.04
C (-0.56695, -0.41296, 5.21597)  -0.02
N (-1.94019, 1.73735, 4.17554)  -0.14
C (-1.55671, 2.29236, 5.47807)  -0.02
C (-3.37872, 1.69301, 3.91736)  -0.02
N (-0.90720, -2.45585, -2.20835)  -0.09
C (-2.17340, -2.47310, -1.48245)  -0.02
C (-0.49330, -3.78572, -2.66143)  -0.02
H (2.43330, -1.56953, -4.27023)  0.11
H (2.16479, -0.40314, -2.97485)  0.04
H (1.74196, 0.01256, -4.64388)  0.11
H (-0.03150, -1.35293, -5.74553)  0.10
H (-1.13787, -2.31014, -4.76746)  0.07
H (0.48380, -2.93866, -5.15616)  0.10
H (-0.13451, 0.95407, -3.54906)  0.12
H (1.13870, 1.29844, -2.38481)  0.09
H (-1.78673, 1.94113, -2.10999)  0.04
H (-0.52407, 3.09886, -2.48349)  0.15
H (0.38444, 4.23408, -0.36005)  0.15
H (1.36929, 3.01691, -1.16351)  0.12
H (0.87314, 3.06067, 1.81299)  0.11
H (2.31686, 3.58699, 0.95596)  0.13
H (4.41150, -0.77371, 2.13021)  0.10
H (5.66267, -0.55370, 0.89467)  0.09
H (4.44438, -1.81226, 0.70116)  0.09
H (3.23455, 0.86733, -1.56065)  0.07
H (4.20434, -0.62641, -1.54620)  0.09
H (4.96180, 0.92135, -1.16794)  0.10
H (5.72489, 1.68947, 0.72895)  0.08
H (5.90029, 1.30351, 2.45496)  0.10
H (5.74474, 2.97761, 1.91910)  0.11
H (2.40071, 2.41517, 3.21800)  0.06
H (3.54187, 3.73412, 2.89670)  0.11
H (4.02672, 2.36885, 3.90280)  0.11
H (-2.55670, 2.59452, -0.30309)  0.08
H (-1.63731, 4.02449, 0.08033)  0.14
H (-2.80835, 2.44862, 1.86826)  0.09
H (-1.44805, 3.44742, 2.28807)  0.13
H (1.46973, -0.90968, 3.49329)  0.10
H (1.83736, 0.45345, 4.52624)  0.11
H (1.48532, 0.75765, 2.81983)  0.04
H (-1.64781, -0.51496, 5.26676)  0.10
H (-0.20378, 0.08567, 6.11522)  0.10
H (-0.12966, -1.41319, 5.18499)  0.10
H (-1.97671, 3.29494, 5.56585)  0.11
H (-0.47450, 2.37364, 5.55514)  0.10
H (-1.93392, 1.69531, 6.31111)  0.10
H (-3.59267, 1.06198, 3.05960)  0.07
H (-3.79494, 2.69047, 3.75924)  0.11
H (-3.87652, 1.25542, 4.78540)  0.11
H (-2.05913, -2.93218, -0.50075)  0.10
H (-2.88425, -3.07115, -2.05465)  0.11
H (-2.55317, -1.47152, -1.39203)  0.04
H (0.50970, -3.76633, -3.06701)  0.08
H (-1.18427, -4.18478, -3.40559)  0.11
H (-0.50195, -4.44962, -1.79438)  0.11
C (-3.84798, 1.25965, -1.93115)  -0.13
N (-3.11871, 0.55989, -0.84427)  0.01
C (-3.81219, 0.04178, 0.07898)  -0.09
C (-3.15442, -0.70211, 1.10205)  -0.31
C (-3.71927, -1.37501, 2.14642)  0.01
C (-2.67179, -2.06606, 2.82238)  -0.02
C (-1.51729, -1.77412, 2.15949)  -0.14
N (-1.77123, -0.93688, 1.07756)  -0.10
C (-3.33158, 0.90680, -3.30841)  -0.22
C (-3.51621, -0.38369, -3.80588)  -0.03
C (-3.09388, -0.71310, -5.08818)  -0.08
C (-2.47169, 0.24389, -5.88512)  -0.07
C (-2.29427, 1.53453, -5.40114)  -0.05
C (-2.73023, 1.86262, -4.12156)  -0.06
H (-3.79298, 2.34051, -1.77673)  0.12
H (-4.90283, 0.98807, -1.87636)  0.14
H (-4.90201, 0.08438, 0.10791)  0.16
H (-4.77847, -1.40141, 2.38058)  0.14
H (-2.76909, -2.71898, 3.68098)  0.12
H (-0.53669, -2.15315, 2.37871)  0.07
H (-4.03936, -1.12301, -3.20166)  0.12
H (-3.29007, -1.70445, -5.48659)  0.12
H (-2.16644, -0.00580, -6.89530)  0.12
H (-1.84574, 2.29431, -6.03264)  0.12
H (-2.63157, 2.88668, -3.76821)  0.12
N (1.07835, -1.18135, 0.63593)  0.04
C (1.42945, -2.52829, 0.19627)  -0.26
C (1.17034, -3.63260, 0.99622)  -0.02
C (1.64838, -4.88288, 0.62275)  -0.04
C (2.41096, -5.02633, -0.52973)  -0.05
C (2.68865, -3.91044, -1.31065)  -0.06
C (2.18736, -2.66710, -0.95508)  -0.07
H (1.01922, -1.20833, 1.64654)  0.05
H (1.91128, -0.60179, 0.45375)  0.05
H (0.62111, -3.53725, 1.92770)  0.10
H (1.44423, -5.74359, 1.25112)  0.13
H (2.80325, -5.99905, -0.80617)  0.12
H (3.30464, -4.00989, -2.20023)  0.12
H (2.41924, -1.78938, -1.55001)  0.08